One molecule with the formula C3H6N2O, computed with ωB97M-V/def2-TZVPD.

```
12
Properties=species:S:1:pos:R:3:forces:R:3
N 2.2587 -0.3059 -1.5546 -0.20 0.13 0.28
C 1.4732 -0.2912 -0.7132 0.55 -0.47 -0.20
C 0.4058 -0.3077 0.3033 0.26 -0.13 -0.37
N 0.3719 0.9449 1.0698 -0.09 0.17 -0.22
C -0.9068 -0.6096 -0.5142 -0.63 0.12 -0.03
O -2.0287 -0.0596 0.1112 -0.05 0.95 0.37
H 0.6008 -1.1280 1.0058 -0.12 0.21 -0.17
H 1.1556 1.0344 1.7180 -0.32 -0.44 -0.16
H 0.4780 1.7454 0.4553 -0.10 -0.04 -0.15
H -0.8679 -0.2219 -1.5489 0.53 -0.09 0.33
H -1.1419 -1.6804 -0.5883 0.65 0.18 0.09
H -1.7988 0.8794 0.2557 -0.47 -0.59 0.24
```
Positions in Å, forces in eV/Å.

Output
Relative energy (zero: lowest compared OMol25 entry of this formula, charge and spin) (eV): 1.6589
Kohn-Sham gap (eV): 11.31
Multiplicity: 1
LUMO (eV): 0.58
Electronic energy (hartree): -302.632132
Structure (SMILES): N#C[C@@H](N)CO